Model P:
Formula: C2H3NO3
Source: the Open Molecules 2025 dataset
Level of theory: ωB97M-V with the def2-TZVPD basis set

CARTESIAN COORDINATES (ANGSTROEM)
O1 1.407 0.391 -0.859
C1 1.203 -0.437 -0.027
C2 -0.281 -0.747 0.364
O2 -0.504 -1.806 0.959
N1 -1.045 0.303 0.052
O3 -0.466 1.624 -0.241
H1 1.837 -1.168 0.492
H2 -2.036 0.379 0.382
H3 -0.115 1.461 -1.120

The HOMO energy comes out at -9.83 eV.

Model Q:
Formula: C2H3NO3
Source: the Open Molecules 2025 dataset
Level of theory: ωB97M-V with the def2-TZVPD basis set

CARTESIAN COORDINATES (ANGSTROEM)
C1 -0.456 0.933 -0.444
C2 0.704 0.110 -0.074
O1 1.853 0.270 -0.023
N1 0.169 -1.336 0.566
O2 -1.041 -1.431 0.606
O3 1.129 -1.984 0.931
H1 -0.216 1.509 -1.227
H2 -0.782 1.622 0.364
H3 -1.359 0.307 -0.698

The HOMO energy comes out at -10.33 eV.

Model R:
Formula: C2H3NO3
Source: the Open Molecules 2025 dataset
Level of theory: ωB97M-V with the def2-TZVPD basis set

CARTESIAN COORDINATES (ANGSTROEM)
C1 -1.093 -0.028 0.092
C2 0.741 -0.855 -0.120
N1 0.164 0.391 0.148
O1 -2.154 0.528 0.109
O2 -0.793 -1.374 0.009
O3 0.717 1.668 -0.126
H1 1.022 -1.005 -1.162
H2 1.309 -1.476 0.581
H3 0.087 2.151 0.469

The HOMO energy comes out at -10.13 eV.

Model S:
Formula: C2H3NO3
Source: the Open Molecules 2025 dataset
Level of theory: ωB97M-V with the def2-TZVPD basis set

CARTESIAN COORDINATES (ANGSTROEM)
O1 2.920 0.267 0.336
N1 1.812 0.010 0.176
O2 1.148 -1.010 0.305
O3 1.063 0.996 -0.315
H1 0.064 0.692 -0.508
C1 -1.871 0.261 -0.238
C2 -1.618 -0.833 0.194
H2 -2.276 1.292 -0.410
H3 -1.242 -1.675 0.461

The HOMO energy comes out at -11.33 eV.

Name the least stable of them. model S.

Model P:
Formula: C2H3NO3
Source: the Open Molecules 2025 dataset
Level of theory: ωB97M-V with the def2-TZVPD basis set

CARTESIAN COORDINATES (ANGSTROEM)
O1 -0.624 -2.145 -0.063
C1 -0.101 -1.107 -0.401
C2 -0.433 0.181 0.258
O2 -1.834 -0.043 0.817
N1 -2.648 0.215 -0.221
O3 -3.833 0.122 -0.125
H1 0.690 -0.972 -1.136
H2 0.354 0.455 1.042
H3 -0.541 1.046 -0.378

The HOMO energy comes out at -10.05 eV.

Model Q:
Formula: C2H3NO3
Source: the Open Molecules 2025 dataset
Level of theory: ωB97M-V with the def2-TZVPD basis set

CARTESIAN COORDINATES (ANGSTROEM)
C1 -0.445 -2.063 -0.084
C2 0.560 -0.468 0.545
N1 -0.304 -0.623 -0.609
O1 -0.920 -3.071 -0.490
O2 0.477 -1.822 0.925
O3 -1.408 0.252 -0.874
H1 1.550 -0.142 0.173
H2 0.084 0.312 1.381
H3 -1.052 1.009 -1.484

The HOMO energy comes out at -10.07 eV.

Model R:
Formula: C2H3NO3
Source: the Open Molecules 2025 dataset
Level of theory: ωB97M-V with the def2-TZVPD basis set

CARTESIAN COORDINATES (ANGSTROEM)
C1 2.115 -0.023 -0.049
C2 0.253 -0.810 0.200
N1 0.901 0.472 0.310
O1 3.225 0.266 -0.213
O2 1.543 -1.382 0.114
O3 0.221 1.763 0.082
H1 -0.342 -1.099 1.095
H2 -0.365 -0.920 -0.744
H3 0.553 2.428 0.720

The HOMO energy comes out at -10.45 eV.

Name the least stable of them. model P.

Model P:
Formula: C2H3NO3
Source: the Open Molecules 2025 dataset
Level of theory: ωB97M-V with the def2-TZVPD basis set

CARTESIAN COORDINATES (ANGSTROEM)
O1 -0.673 2.462 2.105
C1 0.279 1.861 2.080
O2 1.251 1.217 2.005
C2 -0.252 -0.589 -1.205
N1 0.567 -1.711 -0.685
O3 0.087 -2.746 -0.284
H1 0.366 -0.136 -2.050
H2 -0.351 0.170 -0.437
H3 -1.275 -0.528 -1.529

The HOMO energy comes out at -9.24 eV.

Model Q:
Formula: C2H3NO3
Source: the Open Molecules 2025 dataset
Level of theory: ωB97M-V with the def2-TZVPD basis set

CARTESIAN COORDINATES (ANGSTROEM)
O1 -0.940 1.426 -0.154
C1 0.303 1.254 0.055
C2 0.926 -0.130 0.036
O2 2.140 -0.267 0.069
N1 -0.197 -0.954 -0.393
O3 -1.353 -0.928 0.381
H1 0.769 2.177 0.522
H2 0.200 -1.919 -0.201
H3 -1.847 -0.660 -0.315

The HOMO energy comes out at -9.97 eV.

Name the least stable of them. model Q.

Model P:
Formula: C2H6N4
Source: the Open Molecules 2025 dataset
Level of theory: ωB97M-V with the def2-TZVPD basis set

CARTESIAN COORDINATES (ANGSTROEM)
N1 1.907 -0.055 -0.669
N2 1.782 -0.393 0.690
C1 0.613 -0.336 1.196
C2 -0.736 0.155 0.688
N3 -0.970 0.130 -0.577
N4 -2.282 0.404 -0.936
H1 2.728 -0.627 -1.003
H2 1.047 -0.233 -1.127
H3 0.595 -0.584 2.214
H4 -1.545 0.177 1.397
H5 -2.699 1.196 -0.264
H6 -2.442 0.558 -2.074

The HOMO energy comes out at -8.50 eV.

Model Q:
Formula: C2H6N4
Source: the Open Molecules 2025 dataset
Level of theory: ωB97M-V with the def2-TZVPD basis set

CARTESIAN COORDINATES (ANGSTROEM)
C1 0.527 -0.467 -0.540
C2 -0.546 0.398 -0.028
H1 1.195 2.077 0.170
H2 2.938 0.782 0.281
H3 0.519 -1.420 -1.141
H4 -0.288 1.417 0.533
H5 -1.264 -1.790 -0.029
H6 -2.999 -1.234 0.820
N1 2.093 1.099 -0.175
N2 1.801 -0.099 -0.421
N3 -1.757 0.243 0.355
N4 -2.221 -1.005 0.174

The HOMO energy comes out at -7.66 eV.

Name the least stable of them. model Q.

Model P:
Formula: C2H6N4
Source: the Open Molecules 2025 dataset
Level of theory: ωB97M-V with the def2-TZVPD basis set

CARTESIAN COORDINATES (ANGSTROEM)
C1 0.751 1.961 -1.375
C2 -0.502 -1.501 0.187
N1 0.880 0.121 1.292
N2 3.098 1.595 -1.413
N3 1.918 1.739 -1.396
N4 -0.077 -0.115 0.563
H1 -0.210 2.382 -1.573
H2 0.424 -1.985 -0.159
H3 -1.233 -1.448 -0.511
H4 -0.789 -1.941 1.147
H5 1.468 -0.657 1.647
H6 3.452 1.014 -0.689

The HOMO energy comes out at -8.19 eV.

Model Q:
Formula: C2H6N4
Source: the Open Molecules 2025 dataset
Level of theory: ωB97M-V with the def2-TZVPD basis set

CARTESIAN COORDINATES (ANGSTROEM)
C1 1.026 -0.769 0.838
N1 -0.319 -0.697 0.295
C2 -0.775 0.896 -0.487
N2 -0.425 -1.217 -1.510
N3 -0.712 -0.182 -1.940
N4 0.121 1.774 -0.455
H1 -1.005 -1.173 0.881
H2 -0.197 2.706 -0.213
H3 -1.848 0.997 -0.309
H4 1.029 -0.767 1.931
H5 1.574 0.107 0.478
H6 1.529 -1.675 0.490

The HOMO energy (spin up / spin down) comes out at -8.59 / -8.58 eV.

Name the least stable of them. model P.

Model P:
Formula: CH2N2O2S
Source: the Open Molecules 2025 dataset
Level of theory: ωB97M-V with the def2-TZVPD basis set

CARTESIAN COORDINATES (ANGSTROEM)
C1 -1.463 1.048 0.078
N1 -0.271 0.245 0.263
N2 0.752 -0.489 -0.279
O1 -3.819 1.827 -0.865
O2 -2.183 1.348 1.194
S1 -3.196 0.791 -0.099
H1 0.064 0.506 1.198
H2 0.503 -0.802 -1.221

The HOMO energy (spin up / spin down) comes out at -9.02 / -8.77 eV.

Model Q:
Formula: CH2N2O2S
Source: the Open Molecules 2025 dataset
Level of theory: ωB97M-V with the def2-TZVPD basis set

CARTESIAN COORDINATES (ANGSTROEM)
C1 -0.842 -0.071 0.009
N1 -0.570 1.337 0.144
N2 0.610 1.644 0.146
O1 1.111 -1.758 0.622
O2 1.454 0.744 -0.333
S1 0.778 -0.879 -0.485
H1 -1.298 -0.607 0.863
H2 -1.243 -0.409 -0.967

The HOMO energy comes out at -10.36 eV.

Name the least stable of them. model P.